DFT (the ωB97M-V functional and the def2-TZVPD basis) results for 2 unconnected molecules or ions with the total composition C5H8O at a distorted geometry.

ORCA input file:
```
! wB97M-V def2-TZVPD RIJCOSX def2/J DEFGRID3
* xyz 0 1
C -1.48 -1.09 -0.65
C -0.76 0.23 -0.63
C -0.34 0.93 0.56
C 0.80 0.38 -0.44
C 1.54 -0.52 0.23
O 2.18 -1.26 0.84
H -1.14 -1.75 0.16
H -2.54 -0.88 -0.47
H -1.39 -1.62 -1.61
H -0.98 0.87 -1.49
H -0.39 0.24 1.43
H 1.22 1.77 1.46
H 1.36 1.11 -1.02
H 1.93 1.57 1.63
*
```

Results
- E: -270.35838 a.u.
- ΔE to the lowest compared entry with this formula, charge and spin: 125.2 kcal per mole
- Highest occupied orbital energy: -0.2809 hartree
- E_LUMO: 0.3 eV